{"formula": "C48H60FN2O3PS3Zn", "method": "ωB97M-V/def2-TZVPD", "multiplicity": 1, "orbital_gap_ev": 8.00, "homo_ev": -7.5, "e_above_lowest_kcal_mol": 8.1, "total_energy_ha": -5615.449993, "species": ["Zn", "O", "C", "C", "C", "C", "C", "C", "C", "O", "N", "N", "C", "S", "C", "C", "S", "H", "H", "H", "H", "H", "H", "H", "H", "H", "F", "C", "C", "C", "C", "C", "C", "H", "H", "H", "H", "O", "S", "C", "C", "C", "C", "C", "C", "C", "C", "C", "C", "C", "C", "C", "C", "H", "H", "H", "H", "H", "H", "H", "H", "H", "H", "H", "H", "H", "H", "C", "C", "C", "C", "C", "C", "P", "C", "C", "C", "C", "C", "C", "C", "C", "C", "C", "C", "C", "H", "H", "H", "H", "H", "H", "H", "H", "H", "H", "H", "H", "H", "H", "H", "H", "H", "H", "H", "H", "H", "H", "H", "H", "H", "H", "H", "H", "H", "H", "H", "H", "H"], "coordinates": [[-0.223, 1.483, 0.325], [-1.148, 1.068, 4.667], [-2.385, 1.609, 4.651], [-3.127, 1.581, 5.831], [-4.390, 2.136, 5.876], [-4.928, 2.753, 4.750], [-4.204, 2.777, 3.576], [-2.937, 2.193, 3.496], [-2.188, 2.197, 2.217], [-1.108, 1.486, 2.126], [-2.683, 2.921, 1.254], [-1.998, 2.856, 0.047], [-2.277, 3.887, -0.673], [-1.811, 4.101, -2.338], [-3.028, 5.432, -2.631], [-3.063, 6.276, -1.380], [-3.292, 5.146, 0.038], [-0.798, 1.141, 3.752], [-2.684, 1.117, 6.703], [-4.963, 2.080, 6.794], [-5.909, 3.206, 4.796], [-4.608, 3.241, 2.687], [-3.995, 4.968, -2.826], [-2.698, 5.986, -3.509], [-3.896, 6.978, -1.379], [-2.125, 6.812, -1.243], [2.499, 3.577, -4.799], [1.927, 3.095, -3.673], [1.735, 3.938, -2.599], [1.130, 3.429, -1.455], [0.731, 2.091, -1.344], [0.963, 1.289, -2.462], [1.546, 1.769, -3.631], [2.048, 4.973, -2.659], [0.974, 4.106, -0.620], [0.690, 0.238, -2.432], [1.703, 1.134, -4.494], [1.680, 1.526, 1.632], [3.091, 1.028, 1.587], [2.950, -0.486, 0.557], [4.166, -1.367, 0.484], [4.981, -1.566, 1.597], [6.062, -2.431, 1.530], [6.347, -3.103, 0.351], [5.543, -2.908, -0.762], [4.459, -2.048, -0.693], [3.998, 2.241, 0.508], [5.175, 1.775, -0.286], [6.459, 1.837, 0.250], [7.560, 1.470, -0.506], [7.389, 1.002, -1.800], [6.114, 0.932, -2.340], [5.017, 1.333, -1.595], [2.589, -0.185, -0.427], [2.145, -1.013, 1.077], [4.760, -1.042, 2.518], [6.679, -2.589, 2.405], [7.188, -3.782, 0.303], [5.761, -3.424, -1.688], [3.827, -1.901, -1.561], [4.303, 3.003, 1.226], [3.214, 2.644, -0.126], [6.596, 2.195, 1.264], [8.555, 1.571, -0.091], [8.248, 0.705, -2.388], [5.972, 0.564, -3.348], [4.033, 1.332, -2.044], [0.341, -4.745, -2.303], [0.366, -3.419, -3.061], [-0.615, -2.410, -2.438], [-0.732, -2.590, -0.912], [0.612, -3.103, -0.386], [0.832, -4.546, -0.857], [-1.250, -1.019, -0.040], [-2.870, -0.543, -0.848], [-2.621, 0.386, -2.046], [-3.916, 1.098, -2.449], [-5.130, 0.150, -2.396], [-4.673, -1.303, -2.486], [-3.844, -1.674, -1.248], [-1.844, -1.569, 1.643], [-2.725, -2.839, 1.714], [-2.008, -3.985, 2.427], [-1.656, -3.612, 3.874], [-1.266, -2.127, 3.997], [-0.700, -1.627, 2.670], [0.967, -5.479, -2.811], [-0.680, -5.136, -2.310], [0.104, -3.578, -4.108], [1.386, -3.024, -3.041], [-1.597, -2.530, -2.901], [-0.275, -1.399, -2.668], [-1.489, -3.350, -0.695], [0.657, -3.069, 0.701], [1.409, -2.458, -0.763], [0.299, -5.230, -0.192], [1.896, -4.784, -0.784], [-3.343, 0.070, -0.070], [-2.234, -0.190, -2.889], [-1.869, 1.133, -1.794], [-3.788, 1.500, -3.457], [-4.081, 1.943, -1.776], [-5.824, 0.380, -3.206], [-5.673, 0.285, -1.456], [-4.086, -1.441, -3.398], [-5.534, -1.972, -2.551], [-3.314, -2.606, -1.458], [-4.530, -1.868, -0.422], [-2.456, -0.710, 1.938], [-3.023, -3.168, 0.720], [-3.644, -2.604, 2.259], [-1.099, -4.230, 1.871], [-2.640, -4.875, 2.417], [-0.831, -4.247, 4.207], [-2.504, -3.821, 4.529], [-0.540, -1.987, 4.799], [-2.140, -1.523, 4.251], [0.100, -2.302, 2.357], [-0.264, -0.635, 2.773]], "mulliken_charge": [-0.2667, -0.7017, 0.4680, -0.7173, -0.3303, -0.8524, -0.5997, -0.1150, 0.6612, -0.6458, -0.4666, 0.6370, -0.4550, 0.0553, -0.6431, -0.6213, -0.0586, 0.0376, 0.4596, 0.3971, 0.4046, 0.4859, 0.2670, 0.4236, 0.4242, 0.2942, -0.4000, -0.0616, -0.7470, 0.0242, 0.8160, 2.1584, -0.5195, 0.4824, 0.3636, -0.6627, 0.4357, -0.4846, -0.1295, 0.6319, 0.4939, -0.2993, -0.7568, -0.4828, -1.0696, 0.0084, -0.0381, 0.0310, -0.4363, -0.6128, -0.4967, -0.7455, 0.4297, -0.3293, -0.2237, 0.4575, 0.4159, 0.4196, 0.4567, 0.5049, 0.6987, -0.5871, 0.4098, 0.4148, 0.4020, 0.4414, 0.3159, -0.8458, -0.8603, -0.2573, 0.6809, 0.0872, -1.0426, -0.8809, 0.4623, 0.2788, -0.5386, -1.0037, -0.9028, -0.9360, 0.7904, -0.8191, -0.4902, -0.9941, -0.9533, -0.0738, 0.5044, 0.3483, 0.5706, 0.2238, 0.3050, -0.5303, 1.0119, -0.2009, -0.4641, 0.2236, 0.5563, 0.7508, 0.4667, -1.3098, 0.4277, 0.0496, 0.5060, 0.3703, 0.2499, 0.5443, 0.1495, 0.3382, 0.2928, 0.3555, 0.4047, -0.1735, 0.5667, 0.3642, 0.3955, 0.5430, 0.2684, 0.0783, -0.1600]}